--- w ---
Below is a gas-phase ion, C4H8FN2 (charge +1), with properties calculated with ωB97M-V/def2-TZVPD.

Output
Structure (SMILES)   C/C=C(\F)C(N)=[NH2+]
M   103.120 g/mol
2S+1   1
Charge   +1

Element x y z (Å)
C -2.6502 -0.0488 0.0411
C -1.2255 0.3646 0.0015
C -0.2353 -0.4665 -0.1392
F -0.3642 -1.7867 -0.2665
C 1.4518 -0.0681 -0.0721
N 1.8272 1.2550 -0.1778
N 2.2999 -1.0272 0.1377
H -2.8482 -0.7220 -0.7120
H -2.9720 -0.4634 1.0100
H -3.2991 0.8651 0.0127
H -1.0135 1.3909 0.1219
H 1.0853 1.8942 -0.2258
H 2.6816 1.7254 -0.2277
H 1.9892 -2.0560 0.2846
H 3.2730 -0.8562 0.2115

Atom-resolved charges from natural (NBO), all expressed in e: C -0.66; C -0.20; C 0.36; F -0.30; C 0.53; N -0.74; N -0.71; H 0.24; H 0.26; H 0.25; H 0.22; H 0.41; H 0.43; H 0.47; H 0.43

--- x ---
Below is a gas-phase ion, C4H8FN2 (charge +1), with properties calculated with ωB97M-V/def2-TZVPD.

Output
Structure (SMILES)   C[N@H+]1CN=C(F)C1
M   103.120 g/mol
2S+1   1
Charge   +1

Element x y z (Å)
C -0.8123 1.6216 0.1104
N -0.0588 0.3395 0.4123
C -0.8426 -0.9698 0.4280
N 0.1591 -2.0535 0.0753
C 1.1400 -1.4620 -0.4393
F 2.1021 -2.0662 -1.0294
C 1.0852 0.1162 -0.4573
H -1.0901 1.6482 -0.8885
H -1.5687 1.8484 0.8231
H -0.2788 2.5073 0.2531
H 0.1637 0.3276 1.4365
H -1.5882 -1.1658 -0.4161
H -1.3366 -1.3229 1.3363
H 2.0512 0.4328 -0.0304
H 0.8747 0.1985 -1.6140

Atom-resolved charges from natural (NBO), all expressed in e: C -0.42; N -0.37; C -0.12; N -0.40; C 0.64; F -0.25; C -0.35; H 0.24; H 0.25; H 0.25; H 0.46; H 0.25; H 0.26; H 0.28; H 0.28

Relative energy table, unit eV: w 0.000; x 1.152

--- w ---
Below is 3 unconnected molecules or ions with the total composition C6H15NO3, with properties calculated with ωB97M-V/def2-TZVPD.

Output
Structure (SMILES)   CN1CCC[C@H]1C=O.O.O
M   149.190 g/mol
2S+1   1
Charge   0

Element x y z (Å)
C -0.3731 2.0183 0.2879
N -0.2833 0.6790 -0.3110
C -1.4735 -0.1699 -0.0159
C -0.9813 -1.4826 0.6182
C 0.4888 -1.2494 0.9824
C 0.9311 -0.0640 0.1083
C 1.6598 -0.6037 -1.1345
O 2.7374 -1.1332 -1.0384
H -1.3111 2.4532 -0.0506
H 0.4594 2.6156 -0.0735
H -0.3814 2.0317 1.3817
H -1.9684 -0.3873 -0.9644
H -2.2028 0.3729 0.5873
H -1.1383 -2.2972 -0.0873
H -1.5481 -1.7754 1.5034
H 1.0881 -2.1367 0.7845
H 0.6076 -1.0261 2.0415
H 1.6319 0.5663 0.6550
H 1.1303 -0.4794 -2.0910
O -1.0014 0.5944 3.4218
H -0.8906 0.4390 2.4632
H -1.8698 0.2155 3.6439
O -0.6892 0.6950 -3.2112
H -0.5956 0.7348 -2.2537
H -0.7460 1.6100 -3.5235

Atom-resolved charges from natural (NBO), all expressed in e: C -0.41; N -0.48; C -0.24; C -0.44; C -0.42; C -0.17; C 0.43; O -0.52; H 0.20; H 0.21; H 0.18; H 0.21; H 0.19; H 0.22; H 0.22; H 0.24; H 0.22; H 0.23; H 0.14; O -0.93; H 0.46; H 0.47; O -0.97; H 0.49; H 0.47

--- x ---
Below is 4 unconnected molecules or ions with the total composition C6H15NO3, with properties calculated with ωB97M-V/def2-TZVPD.

Output
M   149.190 g/mol
2S+1   1
Charge   0

Element x y z (Å)
C 0.1596 -1.1569 -3.0592
N 1.2125 -1.2560 -2.0386
C 0.9642 -2.1753 -0.9382
O 1.8165 -3.0223 -0.7167
O 0.1038 -1.7500 -0.0721
H 0.0812 -0.1235 -3.4198
H 0.4077 -1.8050 -3.9061
H -0.8052 -1.4056 -2.6068
H 2.1284 -1.4451 -2.4361
C 0.1539 0.0364 0.6901
C -0.8304 0.4974 1.7626
C -0.2409 1.6624 2.5597
C -2.2084 0.8484 1.2027
H 1.0642 -0.2369 1.2537
H -0.3611 0.2860 -0.2520
H -0.9481 -0.3580 2.4490
H -0.0648 2.5338 1.9095
H -0.9251 1.9681 3.3632
H 0.7137 1.3812 3.0283
H -2.1229 1.6879 0.4952
H -2.6241 0.0063 0.6315
H -2.8993 1.1268 2.0105
H 1.5372 0.2259 -1.4265
O 1.4475 1.2433 -0.5145
H 2.2400 1.2307 0.0304

Atom-resolved charges from natural (NBO), all expressed in e: C -0.42; N -0.70; C 0.88; O -0.63; O -0.70; H 0.20; H 0.20; H 0.22; H 0.41; C 0.16; C -0.35; C -0.60; C -0.61; H 0.21; H 0.23; H 0.23; H 0.22; H 0.22; H 0.21; H 0.21; H 0.22; H 0.22; H 0.51; O -1.00; H 0.46

--- y ---
Below is 2 unconnected molecules or ions with the total composition C6H15NO3, with properties calculated with ωB97M-V/def2-TZVPD.

Output
Structure (SMILES)   CC(C)(O)C(C)(O)O.C=N
M   149.190 g/mol
2S+1   1
Charge   0

Element x y z (Å)
C 1.7790 -0.5173 -0.5122
C 0.4127 -0.9826 -1.0211
C 0.1999 -2.4648 -0.7400
O 0.3487 -0.8301 -2.4392
C -0.7376 -0.0875 -0.4527
C -0.8807 -0.2554 1.2163
O -1.9650 -0.5611 -0.9310
O -0.5037 1.1966 -0.8507
H 1.8925 0.5539 -0.6776
H 1.8969 -0.7351 0.5478
H 2.5558 -1.0490 -1.0605
H 0.9492 -3.0352 -1.2874
H -0.7843 -2.7735 -1.0866
H 0.2910 -2.6758 0.3231
H 0.3863 0.1239 -2.6122
H -1.2254 -1.2826 1.2925
H -1.7005 0.3734 1.5619
H 0.0421 -0.2089 1.7874
H -2.0053 -0.3288 -1.8701
H -0.7372 1.9792 -0.0904
C 0.2949 2.4917 1.8703
N -0.6791 2.8645 1.1520
H 1.0854 1.9331 1.3870
H 0.4751 2.8399 2.8888
H -1.3909 3.4316 1.6047

Atom-resolved charges from natural (NBO), all expressed in e: C -0.64; C 0.21; C -0.63; O -0.74; C 0.54; C -0.68; O -0.74; O -0.83; H 0.22; H 0.20; H 0.22; H 0.22; H 0.23; H 0.20; H 0.48; H 0.22; H 0.21; H 0.20; H 0.48; H 0.50; C 0.02; N -0.63; H 0.19; H 0.17; H 0.37

Relative energy table, unit eV: w 0.000; x 3.726; y 0.257

--- w ---
Below is C4H9NOS2 in the gas phase, with properties calculated with ωB97M-V/def2-TZVPD.

Output
Structure (SMILES)   CSSC[C@@H](N)C=O
M   151.256 g/mol
2S+1   1
Charge   0

Element x y z (Å)
C -0.3975 2.8070 0.2640
S 1.3429 2.5292 0.5789
S 1.6789 0.6978 -0.1915
C 0.8418 -0.5425 0.9035
C -0.1999 -1.3336 0.1122
N -1.1457 -0.4585 -0.5799
C 0.4160 -2.3503 -0.8202
O 1.5570 -2.7100 -0.7747
H -1.0949 2.0222 0.5665
H -0.6737 3.6801 0.8524
H -0.6183 2.8357 -0.8020
H 0.4506 -0.2424 1.8649
H 1.7386 -1.1661 0.9833
H -0.7944 -1.8602 0.8692
H -0.8165 -0.3494 -1.5372
H -2.0621 -0.8757 -0.6218
H -0.2227 -2.6833 -1.6675

Atom-resolved charges from natural (NBO), all expressed in e: C -0.78; S 0.12; S 0.06; C -0.54; C -0.19; N -0.82; C 0.42; O -0.50; H 0.24; H 0.23; H 0.22; H 0.24; H 0.25; H 0.22; H 0.36; H 0.36; H 0.11

--- x ---
Below is C4H9NOS2 in the gas phase, with properties calculated with ωB97M-V/def2-TZVPD.

Output
Structure (SMILES)   NCCSCOC=S
M   151.256 g/mol
2S+1   1
Charge   0

Element x y z (Å)
N 1.2777 -1.0851 1.4436
C 0.0144 -0.3698 1.5758
C -1.0784 -1.0682 0.7764
S -0.7956 -1.1575 -1.0102
C -1.0877 0.5508 -1.4925
O -0.0788 1.4742 -1.0400
C 1.1316 1.3533 -1.5935
S 2.4237 2.1744 -1.0725
H 1.6131 -0.9878 0.4774
H 1.9984 -0.6533 2.0435
H 0.0468 0.6758 1.2968
H -0.2943 -0.4005 2.6157
H -1.1392 -2.1109 1.1119
H -2.0516 -0.5708 0.9466
H -2.0167 0.9336 -1.0629
H -1.1387 0.5894 -2.5910
H 1.1753 0.6523 -2.4251

Atom-resolved charges from natural (NBO), all expressed in e: N -0.84; C -0.24; C -0.53; S 0.20; C -0.24; O -0.50; C 0.03; S -0.03; H 0.36; H 0.36; H 0.18; H 0.19; H 0.24; H 0.22; H 0.22; H 0.21; H 0.17

--- y ---
Below is C4H9NOS2 in the gas phase, with properties calculated with ωB97M-V/def2-TZVPD.

Output
Structure (SMILES)   CO[C@H](C)SC(N)=S
M   151.256 g/mol
2S+1   1
Charge   0

Element x y z (Å)
C 1.4777 -1.5410 -0.6132
O 1.0946 -0.4508 0.1912
C 0.5646 0.6338 -0.5260
C 0.5692 1.8458 0.4082
S -1.1088 0.3534 -1.3095
C -2.1816 -0.1467 -0.0411
N -1.6134 -0.5780 1.1322
S -3.7810 -0.1223 -0.3517
H 0.5857 -2.0159 -1.0945
H 2.2831 -1.2031 -1.3689
H 1.9677 -2.3050 -0.0373
H 1.2280 0.8405 -1.3955
H -0.0425 1.6423 1.2696
H 1.6083 1.9683 0.7915
H 0.2149 2.7907 -0.0771
H -0.6352 -0.7764 1.1778
H -2.2313 -0.9356 1.8445

Atom-resolved charges from natural (NBO), all expressed in e: C -0.26; O -0.56; C -0.02; C -0.64; S 0.27; C -0.12; N -0.81; S -0.12; H 0.19; H 0.17; H 0.20; H 0.20; H 0.22; H 0.22; H 0.23; H 0.41; H 0.41

Relative energy table, unit eV: w 0.395; x 0.495; y 0.000

--- w ---
Below is 2 unconnected molecules or ions with the total composition C4H11PS, with properties calculated with ωB97M-V/def2-TZVPD.

Output
M   122.173 g/mol
2S+1   1
Charge   0

Element x y z (Å)
C 1.6269 -0.5805 -0.4939
C 0.9747 0.6674 -0.9734
C -0.4946 0.6730 -1.2297
C -1.2796 0.2405 1.3685
P -2.5627 -0.8769 0.7732
S -1.7134 1.8544 1.8442
H 2.5098 -0.9783 -1.1749
H 0.8530 -1.3374 -0.4466
H 1.9660 -0.5866 0.5540
H 1.3769 0.9583 -1.9461
H 1.2456 1.5426 -0.3405
H -0.8523 -0.0842 -2.0001
H -1.0417 1.6288 -1.3655
H -0.2773 0.1490 1.4085
H -3.4034 0.0997 0.0230
H -3.4490 -0.5772 1.8206
H -2.8213 1.5658 2.4626

Atom-resolved charges from natural (NBO), all expressed in e: C -0.62; C -0.51; C -0.28; C -0.64; P 0.31; S 0.06; H 0.22; H 0.21; H 0.22; H 0.23; H 0.21; H 0.17; H 0.19; H 0.19; H -0.02; H -0.05; H 0.11

--- x ---
Below is a molecular structure, C4H11PS, with properties calculated with ωB97M-V/def2-TZVPD.

Output
M   122.173 g/mol
2S+1   1
Charge   0

Element x y z (Å)
C 1.9868 -1.7108 0.4623
C -1.5125 -0.4174 0.6593
C -0.0566 -0.3247 -1.7446
C 0.7953 1.5188 0.5886
P 0.1594 -0.1882 0.0898
S -0.0769 2.9974 0.0309
H 1.6854 -2.0053 1.5791
H 1.5000 -2.4839 -0.1479
H -1.2684 -0.4291 1.7915
H -2.3305 0.1543 0.2906
H -1.8410 -1.3893 0.4395
H -0.2416 0.6157 -2.1991
H 0.7731 -0.8283 -2.1700
H -0.9792 -0.9967 -1.7615
H 1.9200 1.6521 0.2610
H 0.8705 1.3829 1.6276
H -1.3837 2.4525 0.2028

Atom-resolved charges from natural (NBO), all expressed in e: C -0.70; C -1.00; C -0.93; C -0.86; P 1.15; S -0.01; H 0.13; H 0.11; H 0.25; H 0.24; H 0.26; H 0.24; H 0.25; H 0.23; H 0.28; H 0.23; H 0.12

Relative energy table, unit eV: w 0.225; x 0.000